one) Here is a gas-phase ion, C3H7N2S (charge +1) from the Open Molecules 2025 dataset. Energies are from ωB97M-V with the def2-TZVPD basis set.

Properties
HOMO level: -13.2 eV
total charge: +1
2S+1: 1

Last column: Löwdin charge in e.
Positions of all 13 atoms, in Å:
C (-0.39484, 0.95954, 0.16925)  0.01
C (0.44576, 1.43317, 1.09276)  -0.20
C (-0.84574, -0.81888, -1.75766)  -0.48
N (-0.32695, -0.59499, -0.61669)  0.05
N (1.45990, 0.66134, 1.64102)  0.07
S (-1.05925, -2.42572, -2.31835)  0.95
H (-1.12155, 1.66655, -0.20214)  0.09
H (0.31097, 2.54145, 1.42676)  0.18
H (-1.24604, 0.07477, -2.30393)  0.14
H (-0.01603, -1.24470, 0.07752)  0.12
H (1.32850, -0.32929, 1.76039)  0.09
H (1.70670, 1.07290, 2.50499)  0.08
H (-0.24141, -2.99614, -1.47392)  -0.11


two) Here is a gas-phase ion, C3H7N2S (charge +1) from the Open Molecules 2025 dataset. Energies are from ωB97M-V with the def2-TZVPD basis set.

Properties
HOMO level (alpha / beta): -13.5 / -12.7 eV
total charge: +1
2S+1: 1

Last column: Löwdin charge in e.
Positions of all 13 atoms, in Å:
C (0.91788, -1.43053, -0.28571)  -0.29
C (0.11200, -0.93177, 0.86841)  0.00
C (0.14058, 1.16563, -0.61656)  -0.50
N (1.15506, -0.88567, -1.34907)  0.22
N (-0.45754, 0.57599, 0.53316)  0.02
S (-0.85875, 1.77162, -1.94615)  0.88
H (1.30232, -2.37278, -0.01181)  0.12
H (-0.82069, -1.50111, 1.02473)  0.14
H (0.79412, -0.85309, 1.70919)  0.13
H (1.12221, 1.64809, -0.42370)  0.11
H (-1.45910, 0.65994, 0.60014)  0.16
H (-0.05197, 1.01793, 1.32787)  0.15
H (-1.89610, 1.13574, -1.43049)  -0.13


three) Here is a gas-phase ion, C3H7N2S (charge +1) from the Open Molecules 2025 dataset. Energies are from ωB97M-V with the def2-TZVPD basis set.

Properties
HOMO level (alpha / beta): -13.1 / -13.1 eV
total charge: +1
2S+1: 1

Last column: Löwdin charge in e.
Positions of all 13 atoms, in Å:
C (0.51219, -0.21730, 0.22808)  -0.26
C (-2.66997, 0.69722, 0.51590)  -0.29
C (-0.30170, 1.47822, -1.14738)  -0.23
N (0.68553, 0.46829, -0.86333)  -0.07
N (1.25952, -1.34922, 0.36617)  0.14
S (-1.14538, 1.26861, 0.58115)  1.07
H (-3.14550, 0.65925, -0.45269)  0.04
H (-3.28126, 0.94529, 1.33961)  0.02
H (0.04741, 2.45841, -1.30445)  0.08
H (-1.12434, 1.32242, -1.89553)  0.12
H (1.42540, 0.34623, -1.54882)  0.17
H (1.32115, -1.67324, 1.31999)  0.11
H (1.58816, -1.86366, -0.42777)  0.11


four) Here is a gas-phase ion, C3H7N2S (charge +1) from the Open Molecules 2025 dataset. Energies are from ωB97M-V with the def2-TZVPD basis set.

Properties
HOMO level: -13.2 eV
total charge: +1
2S+1: 1
SMILES: C/C(N)=[NH+]/C=S

Last column: Löwdin charge in e.
Positions of all 13 atoms, in Å:
C (-1.48821, -0.87330, 0.23207)  0.03
C (-0.37698, 0.10169, 0.05070)  -0.26
N (-0.39704, 1.17982, 0.80872)  0.23
N (0.79525, -0.36970, -0.56301)  0.02
C (1.97610, 0.27540, -0.70110)  -0.64
S (3.18350, -0.61524, -1.32424)  0.81
H (-1.64151, -0.86906, 1.30976)  0.11
H (-2.44594, -0.38424, -0.15393)  0.14
H (-1.48079, -1.79613, -0.33262)  0.10
H (-1.28042, 1.62003, 1.00670)  0.15
H (0.36403, 1.71373, 1.18115)  0.14
H (0.66945, -1.23823, -1.05201)  0.13
H (2.12256, 1.25523, -0.46218)  0.04


Most stable structure - four); separation to the second - 0.0564 hartree.